# 1
The following is a DFT calculation (ωB97M-V with the def2-TZVPD basis set) of a molecular structure, C4H7IN2S at a distorted geometry.

```
15
Properties=species:S:1:pos:R:3:forces:R:3:mulliken_charge:R:1
C 0.6431 0.8776 0.3023 0.8 1.4 -3.3 0.372
C -0.7215 -0.9635 -0.0517 2.3 -1.6 1.9 -0.510
C -0.1542 -0.9332 1.5041 -2.3 2.0 -2.7 -0.582
C -0.3204 0.6443 -1.9856 1.1 0.8 1.7 -1.100
N -0.3148 0.3377 -0.5560 1.1 -0.5 0.6 0.059
N 0.7996 0.1374 1.3477 0.4 -1.3 3.7 -0.419
S 1.7063 2.1364 -0.0034 -0.7 0.3 -0.6 -0.469
I 2.0430 0.7385 2.9076 -0.8 -0.5 -0.7 0.231
H -0.3552 -1.9008 -0.5658 0.3 1.3 0.0 0.278
H -1.7492 -1.1095 -0.0095 -2.0 0.2 0.0 0.335
H -1.0148 -0.7203 2.1486 0.2 0.5 0.1 0.266
H 0.2856 -1.7630 1.9143 1.2 -2.3 0.3 0.396
H 0.4711 0.3096 -2.6335 0.1 -1.7 -0.1 0.374
H -1.3119 0.5601 -2.2844 -1.5 -0.4 -1.2 0.378
H -0.0067 1.6488 -2.0347 -0.4 1.8 0.2 0.391
```
Forces are in eV/Å.

Output
- ΔE to the lowest compared entry with this formula, charge and spin: 7.8 kcal/mol
- Calculated total energy: -961.9501 Eh
- 2S+1: 1

***

# 2
The following is a DFT calculation (ωB97M-V with the def2-TZVPD basis set) of 2 unconnected molecules or ions with the total composition C4H7INO at a distorted geometry.

```
14
Properties=species:S:1:pos:R:3:forces:R:3:mulliken_charge:R:1
C -3.2712 -1.2872 -0.4513 2.8 0.3 -2.1 0.173
C -0.6699 -1.0350 0.7208 -3.3 3.7 -1.2 -0.571
C -1.2649 -0.6286 -0.6100 -3.9 -1.5 1.4 -0.217
C -0.7482 0.4531 0.2504 0.7 -1.2 -1.6 -0.400
N 0.5468 1.0760 -0.3021 0.1 -3.9 2.6 -0.251
O -3.3949 -2.3048 -1.0167 -0.1 0.8 1.1 -0.323
I -4.7003 0.0671 0.2410 0.1 0.0 0.3 0.194
H -1.3605 -1.2069 1.5396 0.5 -0.5 0.0 0.251
H 0.2597 -1.3771 0.6677 3.8 -2.0 0.5 0.337
H -1.0410 -0.9848 -1.6172 0.4 0.3 0.4 0.297
H -1.3311 1.2020 0.6743 -1.2 0.9 0.9 0.469
H 0.9176 0.2044 -0.7452 0.6 1.5 -0.2 0.407
H 1.1390 1.3749 0.4783 0.2 -0.2 -0.1 0.340
H 0.4359 1.8415 -0.8847 -0.5 1.6 -2.0 0.294
```
Forces are in eV/Å.

Output
- ΔE to the lowest compared entry with this formula, charge and spin: 66.5 kcal/mol
- Total charge: +1
- Calculated total energy: -583.9138 Eh
- 2S+1: 1

***

# 3
The following is a DFT calculation (ωB97M-V with the def2-TZVPD basis set) of a molecular structure, C4H7INO at a distorted geometry.

```
14
Properties=species:S:1:pos:R:3:forces:R:3:mulliken_spin:R:1
C -2.3121 1.1422 -0.5710 4.4 1.8 -1.8 0.268
C 0.2155 0.6249 1.1395 -0.7 0.7 -1.5 0.008
C 0.8447 0.9320 -0.2058 1.2 0.6 0.3 0.030
C -0.5254 0.4811 -0.1506 -2.2 0.8 -0.1 0.288
N -0.6795 -0.9434 -0.5046 -5.4 1.5 -1.4 -0.003
O -2.5819 2.2092 -0.9207 0.1 0.5 0.3 0.036
I -3.8989 -0.2759 0.0877 -3.6 -2.6 1.6 1.343
H 0.3162 -0.2952 1.6291 0.8 -1.0 0.9 0.001
H -0.0661 1.4470 1.7382 -0.1 0.7 0.7 0.010
H 1.1957 1.9243 -0.4562 -0.7 0.3 0.2 0.009
H 1.5565 0.2555 -0.6069 0.6 -0.9 -0.2 0.012
H -1.7833 -1.1956 -0.1868 3.3 0.2 -1.0 -0.002
H -0.0539 -1.4521 0.0038 2.2 -2.3 1.6 0.002
H -0.5829 -1.0922 -1.5189 0.0 -0.2 0.5 0.000
```
Forces are in eV/Å.

Output
- ΔE to the lowest compared entry with this formula, charge and spin: 79.0 kcal/mol
- Total charge: +1
- Calculated total energy: -583.8079 Eh
- 2S+1: 3

***

# 4
The following is a DFT calculation (ωB97M-V with the def2-TZVPD basis set) of a molecular structure, C4H7INO3S at a distorted geometry.

```
17
Properties=species:S:1:pos:R:3:forces:R:3:mulliken_spin:R:1
C -0.9583 0.7445 -0.0142 1.2 -4.1 0.1 0.051
C 1.2380 0.3668 1.5134 -0.7 0.8 -0.6 0.007
C 1.2477 0.0111 -0.9625 -2.4 -1.2 -2.1 0.001
C 0.2829 -0.0305 0.2908 3.5 1.2 -0.9 0.043
N -0.8863 1.9016 0.4494 1.1 2.2 1.6 0.550
O -1.0201 -2.1626 -1.8089 -0.5 0.3 -0.3 -0.001
O -1.9327 0.1073 -0.5816 -0.1 1.0 0.0 0.107
O -2.0980 -2.4152 0.3117 -0.5 0.2 0.0 -0.001
S -2.1976 -1.8246 -1.0154 1.0 -0.9 0.3 -0.001
I -2.5519 3.0268 0.0748 -2.9 2.6 -0.8 1.241
H 2.0161 -0.3937 1.6218 -0.3 -0.3 -0.1 -0.002
H 0.7268 0.4589 2.5185 0.5 0.3 -1.3 0.005
H 1.8331 1.2744 1.1925 -1.0 -0.6 0.8 0.001
H 1.2811 1.0104 -1.4263 0.8 0.0 0.8 -0.001
H 2.1676 -0.4790 -0.6436 0.3 0.5 -0.5 0.003
H 0.7872 -0.5758 -1.9078 0.9 0.8 2.4 0.000
H 0.0645 -1.0205 0.3875 -0.9 -2.8 0.5 -0.004
```
Forces are in eV/Å.

Output
- Total charge: -1
- Calculated total energy: -1132.8811 Eh
- 2S+1: 3

***

# 5
The following is a DFT calculation (ωB97M-V with the def2-TZVPD basis set) of 3 unconnected molecules or ions with the total composition C4H7IO2 at a distorted geometry.

```
14
Properties=species:S:1:pos:R:3:forces:R:3:mulliken_charge:R:1
C 0.5811 2.5660 -0.0493 -0.2 0.6 -0.1 0.139
C 0.8882 -1.0262 -1.1177 -0.3 0.0 -0.3 -1.200
C 0.7490 -0.1894 1.2648 -0.3 0.1 0.1 -1.210
C 0.0962 -0.2768 -0.0865 0.1 -0.3 0.2 0.910
O -0.1998 3.3667 -0.1803 0.2 -0.2 0.1 -0.161
O -0.9860 0.2137 -0.3221 0.2 0.0 -0.1 -0.602
I -4.3395 -0.4590 -0.0025 -1.0 -0.3 0.1 -0.136
H 1.1527 -2.0106 -0.7391 0.1 -0.1 0.1 0.372
H 0.3269 -1.1326 -2.0418 0.0 0.0 0.0 0.318
H 1.8086 -0.4857 -1.3163 0.2 0.1 0.0 0.317
H 1.7044 0.3204 1.1697 0.1 0.0 0.0 0.365
H 0.9332 -1.1897 1.6476 0.1 -0.2 0.0 0.436
H 0.1179 0.3520 1.9636 0.0 0.0 0.0 0.301
H -2.8330 -0.0488 -0.1899 0.7 0.2 -0.1 0.149
```
Forces are in eV/Å.

Output
- ΔE to the lowest compared entry with this formula, charge and spin: 0.0 kcal/mol
- Calculated total energy: -604.7694 Eh
- 2S+1: 1

***

# 6
The following is a DFT calculation (ωB97M-V with the def2-TZVPD basis set) of a molecular structure, C4H7IO2S at a distorted geometry.

```
15
Properties=species:S:1:pos:R:3:forces:R:3:mulliken_charge:R:1
C -0.1138 0.5553 1.0082 0.7 0.8 0.9 -0.714
C -0.0042 0.0985 -1.3797 -3.3 1.5 -0.5 -0.827
C -0.0962 -0.6095 -0.0782 -0.9 0.9 1.5 0.300
C 1.0495 -1.5417 0.2199 -1.4 -1.0 2.6 -1.396
O -2.3001 1.8660 0.0268 -2.0 0.4 -0.2 -0.459
O -0.1078 3.1383 -0.1015 -1.5 -1.9 -0.3 -0.558
S -0.9055 1.8941 -0.1561 5.3 -1.7 0.4 0.894
I -2.0734 -1.5860 0.0362 0.7 0.0 0.0 0.155
H -0.5445 0.3939 2.0737 0.2 0.0 -2.1 0.392
H 0.9495 0.9330 1.2407 -1.4 -0.5 -0.8 0.350
H 0.9293 0.4290 -1.7594 1.0 0.3 0.0 0.380
H -0.7297 -0.2181 -2.1895 1.1 0.4 1.0 0.312
H 1.8880 -0.9018 0.3224 1.2 0.2 0.1 0.427
H 1.1981 -2.3262 -0.4597 0.2 -0.7 -1.4 0.417
H 0.8606 -2.1249 1.1962 0.4 1.2 -1.2 0.326
```
Forces are in eV/Å.

Output
- ΔE to the lowest compared entry with this formula, charge and spin: 51.1 kcal/mol
- Calculated total energy: -1002.8610 Eh
- 2S+1: 1

***

# 7
The following is a DFT calculation (ωB97M-V with the def2-TZVPD basis set) of a molecular structure, C4H7InO3 at a distorted geometry.

```
15
Properties=species:S:1:pos:R:3:forces:R:3:mulliken_spin:R:1
H 1.4908 1.6152 -0.4500 -0.4 0.3 -2.3 -0.002
In 1.4660 0.6728 3.6905 -0.8 2.4 9.0 0.961
O 1.6658 0.1692 2.0038 1.1 -1.2 -6.9 0.023
C 1.5654 0.5538 0.8479 -1.6 -2.9 -5.1 0.015
O 1.8329 -0.1803 -0.1749 0.7 -1.4 3.0 -0.001
C 1.7475 0.6327 -1.3579 0.2 1.9 1.9 -0.004
H 1.1276 0.1162 -2.0916 -0.4 0.7 0.0 0.000
H 2.7444 0.9152 -1.6956 0.1 0.3 0.0 -0.001
O -0.7887 0.6550 0.4839 1.6 0.4 0.8 0.006
C -1.1526 -0.4089 0.0256 -0.4 -1.0 -0.5 0.000
C -2.5694 -0.7958 -0.2039 -0.5 0.6 0.1 0.001
H -0.3970 -1.1757 -0.2586 -0.2 0.1 0.1 0.001
H -3.2634 0.0006 0.0831 0.2 -0.1 -0.1 0.000
H -2.6924 -1.0546 -1.2669 0.1 0.0 0.1 0.000
H -2.7769 -1.7153 0.3645 0.2 0.0 0.0 0.000
```
Forces are in eV/Å.

Output
- Total charge: +3
- Calculated total energy: -570.8507 Eh
- 2S+1: 2

***

# 8
The following is a DFT calculation (ωB97M-V with the def2-TZVPD basis set) of C4H7N in the gas phase at a distorted geometry.

```
12
Properties=species:S:1:pos:R:3:forces:R:3:mulliken_charge:R:1
C 0.8609 -0.0128 0.0223 1.9 -0.1 0.5 0.434
C -0.0318 -1.2043 0.1478 -1.7 2.4 3.2 -0.663
C -0.2208 1.0223 0.1880 -0.7 -1.4 0.1 -0.502
C -1.1849 -0.1185 -0.2978 0.0 -0.5 2.1 -0.544
N 2.1008 0.0187 -0.2960 -1.7 0.1 0.1 -0.716
H 0.3287 -2.0070 -0.3955 -0.1 -1.7 -1.5 0.344
H -0.1842 -1.5262 1.2343 0.3 0.5 -1.3 0.218
H -0.4296 1.0959 1.2518 0.2 0.5 0.2 0.233
H -0.2207 1.9820 -0.3165 0.2 0.0 0.0 0.374
H -1.0296 -0.1928 -1.3359 -1.3 0.2 -1.6 0.292
H -2.2369 -0.0656 0.2089 1.9 -0.6 -1.5 0.276
H 2.2481 1.0085 -0.4114 1.0 0.6 -0.1 0.254
```
Forces are in eV/Å.

Output
- ΔE to the lowest compared entry with this formula, charge and spin: 40.7 kcal/mol
- Calculated total energy: -211.2958 Eh
- 2S+1: 1

***

# 9
The following is a DFT calculation (ωB97M-V with the def2-TZVPD basis set) of 2 unconnected molecules or ions with the total composition C4H7N at a distorted geometry.

```
12
Properties=species:S:1:pos:R:3:forces:R:3:mulliken_charge:R:1
C -1.4714 -0.0551 0.0329 -0.5 1.7 -0.7 0.398
C -0.8009 -1.2797 0.2073 1.7 -1.5 -0.2 -0.650
C -0.1020 -0.0297 -0.3961 1.3 -0.5 -3.9 0.078
C 1.0944 0.6003 0.3263 -0.6 -1.9 0.5 -1.087
N -2.4969 0.6529 0.0518 -1.5 -2.1 1.1 -0.675
H -0.3918 -1.6375 1.1283 0.0 0.1 0.7 0.274
H -0.8986 -2.0915 -0.4959 -0.6 -0.1 -0.1 0.249
H 0.1034 -0.1601 -1.9370 -0.6 0.5 4.7 0.203
H 0.9648 0.7642 1.4488 -0.1 0.2 -1.7 0.261
H 1.5219 1.3729 -0.2592 0.0 1.4 0.0 0.357
H 1.8263 -0.1886 0.2177 0.6 -0.2 0.4 0.309
H -2.2792 1.4245 -0.4930 0.3 2.5 -0.9 0.282
```
Forces are in eV/Å.

Output
- ΔE to the lowest compared entry with this formula, charge and spin: 91.6 kcal/mol
- Calculated total energy: -211.2147 Eh
- 2S+1: 1

***

# 10
The following is a DFT calculation (ωB97M-V with the def2-TZVPD basis set) of C4H7N in the gas phase at a distorted geometry.

```
12
Properties=species:S:1:pos:R:3:forces:R:3:mulliken_charge:R:1
C 2.2412 -0.2183 -0.1743 0.6 -0.3 -0.3 0.245
C 1.0580 -1.0598 0.0631 -0.1 0.7 1.7 -0.363
C -0.4591 1.1616 -0.1223 -0.1 -1.2 1.5 -1.134
C 0.0029 -0.0856 0.6641 -0.3 0.0 0.5 -0.512
N 3.1880 0.4236 -0.3086 -0.5 -0.2 0.0 -0.409
H 1.3197 -1.6972 0.9883 -0.3 0.2 -2.0 0.222
H 0.7494 -1.5441 -0.8506 0.1 -0.6 0.0 0.327
H -0.1106 2.0248 0.3877 0.2 1.0 0.2 0.279
H -1.5299 1.1701 -0.1875 -0.6 0.2 0.2 0.360
H -0.1273 1.1635 -1.1016 1.0 0.1 -2.0 0.380
H -0.9424 -0.5628 1.0048 1.1 -0.3 0.0 0.313
H 0.6231 0.1955 1.5267 -1.0 0.5 0.3 0.291
```
Forces are in eV/Å.

Output
- ΔE to the lowest compared entry with this formula, charge and spin: 16.7 kcal/mol
- Calculated total energy: -211.3341 Eh
- 2S+1: 1

***

# 11
The following is a DFT calculation (ωB97M-V with the def2-TZVPD basis set) of C4H7N in the gas phase at a distorted geometry.

```
12
Properties=species:S:1:pos:R:3:forces:R:3:mulliken_charge:R:1
C 0.4590 -1.3500 0.2086 0.2 -1.0 -0.7 -0.876
C -2.0171 0.1335 -0.1962 0.8 -2.8 -2.0 -0.338
C 0.3215 -0.0204 0.0438 -1.0 -0.2 0.4 0.623
C 1.3561 1.0951 -0.0209 -0.3 -1.7 0.8 -0.971
N -0.9617 0.5471 0.2680 2.2 1.4 1.3 -0.334
H -0.3286 -2.1064 0.1853 -1.0 1.1 0.4 0.220
H 1.2968 -2.0454 0.2693 1.0 1.3 -0.2 0.266
H -2.9057 0.5395 0.1105 -2.3 1.0 0.5 0.300
H -1.9649 -0.7464 -0.8712 -0.6 0.3 0.0 0.246
H 0.9832 2.0381 -0.3934 -0.4 0.0 -0.1 0.310
H 1.6160 1.1919 1.0465 0.6 0.4 -0.6 0.232
H 2.1456 0.7235 -0.6502 0.8 0.2 0.1 0.320
```
Forces are in eV/Å.

Output
- ΔE to the lowest compared entry with this formula, charge and spin: 45.1 kcal/mol
- Calculated total energy: -211.2888 Eh
- 2S+1: 1

***

# 12
The following is a DFT calculation (ωB97M-V with the def2-TZVPD basis set) of C4H7N in the gas phase at a distorted geometry.

```
12
Properties=species:S:1:pos:R:3:forces:R:3:mulliken_charge:R:1
C -1.0486 -0.8539 0.0132 0.1 1.7 -1.3 -0.937
C -0.0182 0.1176 -0.6310 2.4 -2.7 2.2 0.501
C 0.7209 -0.2385 -1.6851 -0.3 1.1 -0.8 -0.729
C 0.4888 1.1411 1.5351 0.6 0.0 0.4 -0.374
N 0.6447 0.9709 0.2989 -1.7 1.4 -0.9 -0.460
H -0.6315 -1.8478 0.0980 0.1 -0.1 0.0 0.250
H -1.9634 -0.8733 -0.5810 -0.1 -0.1 0.4 0.309
H -1.1653 -0.3993 0.9789 -0.9 -0.3 0.6 0.320
H 1.7291 0.1670 -1.7272 -0.3 0.1 -0.5 0.297
H 0.2991 -0.7214 -2.5590 0.2 -0.5 0.3 0.277
H 0.6048 2.1530 1.9441 0.6 -0.2 -0.1 0.239
H 0.3396 0.3847 2.3151 -0.7 -0.3 -0.3 0.306
```
Forces are in eV/Å.

Output
- ΔE to the lowest compared entry with this formula, charge and spin: 59.3 kcal/mol
- Calculated total energy: -211.2662 Eh
- 2S+1: 1

***

- Among the records above, which one has the lowest calculated total energy?
  C4H7INO3S